*1*
Molecular formula: C22H74O26
Method: DFT, the ωB97M-V functional and the def2-TZVPD basis

Values from the calculation:
Net charge: 0
HOMO in eV: -9.474
Lowest unoccupied orbital energy in eV: 0.1
Orbital gap in eV: 9.603

Structure (XYZ):
```
122
Properties=species:S:1:pos:R:3:mulliken_charge:R:1
H -2.13 -1.38 2.08 -0.564
O -0.53 1.73 4.90 -0.611
C 2.28 -2.51 -0.70 1.433
H -3.05 -4.66 0.74 0.191
C -0.89 3.28 3.05 -0.515
H -0.24 -2.50 4.29 0.690
C -3.94 -3.27 -0.88 -0.470
C -0.81 0.37 -0.14 0.457
C -0.44 -1.98 3.36 -0.080
H 0.08 -2.21 1.54 -0.167
H 1.96 -2.54 0.36 -0.593
H 4.15 -2.75 -1.72 0.322
O -3.80 2.35 1.15 -0.558
C 4.25 1.88 -3.91 -0.802
H 1.93 -1.61 -1.17 -0.349
H -4.71 1.03 -2.97 0.247
C 3.79 -2.71 -0.68 -1.133
O 4.41 -1.59 -0.11 -0.208
O 0.14 -2.73 2.37 -0.657
O 4.08 0.47 -1.91 -0.359
H 2.77 1.84 -5.01 0.267
H -0.95 0.48 -1.16 0.208
H -4.91 -3.57 -0.99 0.748
H -0.60 1.17 2.85 -0.625
C -5.46 -0.93 -2.96 -0.978
H 0.79 2.53 -0.97 0.356
H 2.58 -2.56 3.60 0.354
C 4.88 1.79 1.56 -0.395
C -4.49 3.62 -0.74 -0.789
H -1.47 2.77 -1.71 -0.589
H 4.91 2.84 1.54 0.476
H 3.65 -0.79 1.57 -0.739
H 2.03 0.57 3.22 -0.114
H 4.72 1.29 2.53 0.142
H 0.95 0.66 1.24 -0.536
C -0.14 2.76 -3.40 -0.429
H 4.15 -3.61 -0.21 0.539
H 5.45 -1.87 2.67 0.269
C -1.39 3.26 -2.70 0.565
H -0.02 -0.94 3.56 -0.084
H 6.39 1.17 0.08 0.251
H -3.62 4.31 -0.63 0.206
C -4.29 0.06 -3.07 -0.438
H -3.69 -1.31 -0.76 0.161
H -2.06 1.67 3.54 0.913
O -3.30 -0.12 -2.20 0.618
H 0.14 3.53 3.07 0.383
H 5.36 -1.73 -0.06 0.172
H -7.26 -0.56 -3.39 0.361
O 7.15 1.39 1.94 -0.597
H -1.35 -1.66 -3.30 0.269
H -0.89 -3.36 -2.54 0.265
O 3.03 -0.92 2.31 1.191
H -3.59 -3.03 -1.88 0.231
C 4.54 1.78 -2.38 -0.360
H -1.52 -4.65 -2.15 0.497
H -3.98 0.62 1.73 0.175
H -4.94 1.65 -0.35 0.465
H -0.07 1.64 -3.47 -0.125
O -0.97 -4.25 -2.82 -0.753
H -0.09 3.10 -4.38 0.664
O 2.87 2.02 -4.06 -0.490
H 4.67 1.00 -4.45 0.380
H 4.04 0.45 -0.90 0.033
O -4.63 3.66 -2.10 -0.537
C 6.10 1.05 1.05 -0.174
H -3.22 1.92 -0.74 -0.430
H -3.88 0.11 -4.02 0.603
O -4.01 -2.04 -0.20 -0.472
O -2.69 -1.23 4.01 -0.604
H -5.85 -0.98 -1.96 0.516
H 1.65 2.52 -2.85 0.393
C -4.09 2.29 -0.23 0.709
H -5.56 3.65 -2.31 0.321
C -2.87 -4.29 -0.32 0.295
H 3.45 -3.03 2.18 0.075
O 0.76 2.25 -0.02 -0.842
H 4.76 2.80 -4.23 0.335
O 0.95 3.13 -2.61 -0.682
H -1.33 1.88 5.40 0.437
H -1.38 4.33 -2.58 0.470
O -1.35 3.27 1.65 -0.564
C -1.00 1.86 3.55 -0.175
O -4.52 0.09 2.35 -0.778
C -1.99 -1.92 3.02 0.107
H -2.41 -2.89 2.97 0.518
O 5.06 -3.04 4.33 -0.596
H -2.72 -1.80 4.80 0.340
C 4.75 -1.96 3.50 -0.358
H 4.13 2.46 -1.65 0.381
O -2.52 2.76 -3.37 -0.616
O -2.81 -5.36 -1.20 -0.577
H 5.12 -3.81 3.79 0.349
O 3.80 1.39 0.75 0.378
H -3.64 -5.72 -1.51 0.317
H -5.17 -1.97 -3.17 0.179
H 4.79 -1.04 4.10 0.169
H -3.34 3.12 -3.01 0.439
H 1.35 0.41 -0.52 -0.313
H -1.52 3.99 3.51 0.320
H 7.01 1.05 2.79 0.356
H -2.67 0.41 -2.61 -0.365
O 2.10 1.39 3.72 -0.715
O -0.67 -1.47 -2.72 -0.752
H -3.94 -0.42 2.97 0.383
H 1.21 1.70 3.98 0.524
H 0.15 -1.22 -3.13 0.148
O -6.42 -0.50 -3.85 -0.562
H -5.39 4.04 -0.22 0.376
H -1.58 0.70 0.51 -1.169
H 1.92 -4.42 -0.98 0.323
O -0.64 -1.04 0.04 3.023
H 5.94 -0.05 1.16 -0.058
O 1.75 -3.60 -1.43 -0.528
H -0.52 3.08 1.18 0.154
C 0.62 0.88 0.17 1.189
H -1.89 -3.75 -0.28 -0.438
H 5.64 1.75 -2.31 0.278
H -0.81 -1.43 -0.81 -1.344
H 3.03 1.71 1.19 -0.225
C 3.39 -2.19 2.96 -0.284
H -2.94 2.73 1.27 0.358
```

=====

*2*
Molecular formula: C22H74O26
Method: DFT, the ωB97M-V functional and the def2-TZVPD basis

Values from the calculation:
Net charge: 0
HOMO in eV: -9.457
Lowest unoccupied orbital energy in eV: -0.4
Orbital gap in eV: 9.074

Structure (XYZ):
```
122
Properties=species:S:1:pos:R:3:mulliken_charge:R:1
O -23.73 6.21 -16.78 -0.529
O -23.79 2.33 -10.13 -0.357
C -22.05 0.24 -19.12 -0.006
O -24.15 1.77 -16.12 1.520
O -19.51 -1.60 -11.78 -0.550
H -26.19 -0.73 -14.84 -0.717
H -23.64 3.70 -11.31 0.165
H -27.81 0.28 -19.01 0.340
C -22.73 4.55 -12.85 0.199
O -26.57 -1.77 -12.46 -0.613
C -23.06 -3.10 -9.78 -0.211
H -23.49 1.76 -16.73 -0.829
C -23.12 4.99 -14.28 0.579
H -28.81 3.95 -14.96 0.345
C -23.66 1.34 -14.83 -1.072
C -28.05 3.48 -15.56 -0.942
H -24.26 -1.83 -8.43 0.464
O -20.09 1.40 -15.75 -0.629
H -20.48 -1.09 -20.67 0.330
H -24.34 2.80 -9.55 0.169
H -23.86 -3.75 -10.28 0.189
C -20.90 -0.14 -12.73 0.169
H -20.24 2.05 -16.44 0.321
O -23.84 4.39 -11.98 -0.586
O -24.21 -1.16 -10.55 -0.146
H -21.82 3.80 -10.15 0.229
H -21.66 -1.93 -18.92 0.440
H -22.33 3.55 -12.95 -0.334
H -22.71 1.92 -14.74 0.255
O -21.44 1.20 -12.52 -0.707
H -22.17 1.19 -9.80 -0.571
C -23.82 4.23 -18.13 2.038
H -23.07 -1.42 -19.59 0.136
O -28.84 2.03 -19.38 -0.550
O -24.14 3.75 -19.46 -0.693
O -20.58 2.88 -8.83 -0.561
H -20.98 -0.69 -10.65 -0.271
H -21.74 -0.87 -12.93 -0.032
O -22.00 0.14 -17.71 -0.337
C -24.63 1.63 -13.66 2.055
O -25.48 -0.75 -16.80 -0.518
H -21.30 -0.46 -17.43 0.303
H -24.45 1.57 -11.78 -1.565
O -26.80 5.40 -15.80 -0.648
H -28.32 1.03 -11.19 0.742
H -28.19 -1.90 -14.59 0.339
C -26.89 -2.37 -16.02 -0.531
H -26.04 -2.90 -15.68 0.242
H -21.93 -4.47 -8.87 0.326
H -18.99 -1.40 -12.51 0.367
H -23.66 -2.54 -16.35 0.352
H -24.18 -2.74 -12.98 0.273
H -24.45 6.79 -16.72 0.286
O -21.38 -1.23 -20.87 -0.532
H -26.20 3.21 -11.69 -0.012
O -28.04 -2.59 -15.26 -0.621
H -25.59 1.17 -13.84 -0.871
O -24.00 1.19 -12.52 4.493
H -22.86 -1.08 -8.98 0.178
C -20.18 -0.47 -11.47 0.067
C -27.41 1.43 -11.55 -0.309
H -27.44 1.21 -12.61 -0.381
H -24.77 2.74 -13.55 -0.584
H -24.52 2.89 -19.36 0.254
H -26.73 5.30 -16.75 0.432
H -19.50 0.34 -11.09 0.300
C -21.87 3.20 -9.25 -0.618
H -24.61 6.16 -18.62 0.462
H -21.86 5.12 -12.44 0.444
H -28.60 2.65 -20.12 0.387
H -22.27 -2.79 -10.51 0.189
C -23.68 -1.78 -9.33 -0.410
H -23.30 -2.02 -15.05 0.137
H -28.78 1.69 -15.54 0.235
H -28.30 3.64 -16.62 0.482
O -26.25 0.95 -10.96 -0.461
H -26.40 -2.40 -11.77 0.290
O -22.54 -3.76 -8.61 -0.550
H -25.12 0.12 -16.56 0.062
H -27.20 1.26 -20.38 0.482
H -22.21 5.56 -15.87 0.396
C -23.73 5.73 -18.12 -0.809
H -25.68 -1.49 -12.70 0.059
O -25.43 1.10 -18.76 -0.447
H -22.90 3.73 -17.70 -0.207
H -20.52 2.70 -7.92 0.339
H -24.51 -0.30 -10.22 -0.299
H -20.28 -0.09 -13.65 0.277
H -25.90 3.57 -15.62 -0.607
H -22.93 0.79 -19.53 -0.061
O -22.92 -2.48 -15.79 -0.666
H -27.77 3.12 -12.45 -0.055
H -23.27 0.28 -14.92 -0.413
H -20.61 0.68 -16.04 0.269
H -22.35 1.05 -12.65 -0.772
O -21.94 5.21 -15.05 -0.633
H -26.80 1.44 -17.37 -0.582
H -26.45 0.67 -10.06 0.279
C -27.27 2.89 -11.53 0.304
O -28.00 2.16 -15.23 -0.302
H -27.82 3.06 -9.75 0.388
O -28.08 3.47 -10.56 -0.604
H -24.64 3.76 -17.59 -1.142
H -23.74 4.20 -14.80 -0.607
C -22.75 2.02 -9.38 0.052
C -21.98 -1.18 -19.59 -0.643
H -27.06 -2.73 -17.03 0.385
H -25.48 0.17 -18.67 0.360
H -23.76 5.84 -14.28 0.449
C -26.74 4.13 -15.22 0.939
H -26.53 4.19 -14.11 -0.119
H -22.44 3.84 -8.58 0.361
H -23.18 1.70 -8.47 0.690
O -24.03 -1.76 -13.12 -0.252
H -22.87 6.25 -18.78 0.192
H -26.62 2.85 -18.42 0.359
H -24.16 -1.29 -12.32 -0.103
H -27.23 -0.13 -15.96 0.209
C -26.50 -0.93 -15.87 0.929
C -26.56 1.78 -18.40 0.997
H -21.15 0.73 -19.60 0.300
C -27.64 1.30 -19.37 -1.419
```

=====

Which structure is the most stable? The one labeled *1*.

=====

*1*
Molecular formula: CH10O3
Method: DFT, the ωB97M-V functional and the def2-TZVPD basis

Values from the calculation:
Net charge: 0
HOMO in eV: -11.280
Lowest unoccupied orbital energy in eV: 0.7
Orbital gap in eV: 11.992
SMILES string: C.O.O.O

Structure (XYZ):
```
14
Properties=species:S:1:pos:R:3:mulliken_charge:R:1
H -1.57 -1.84 -2.42 0.282
O 1.70 -1.02 0.97 -0.624
H 2.23 -1.22 1.76 0.303
H -1.10 -0.83 -0.99 -0.225
H 1.66 -0.05 1.07 0.331
H 0.88 2.17 2.38 0.309
O -0.86 1.87 -0.53 -0.653
H 1.06 2.78 0.92 0.306
H -1.88 -2.43 -0.82 0.254
H -0.18 -2.23 -1.42 0.246
O 1.30 2.08 1.53 -0.639
H -1.73 1.47 -0.68 0.324
C -1.19 -1.83 -1.40 -0.569
H -0.31 1.09 -0.37 0.356
```

=====

*2*
Molecular formula: CH10O3
Method: DFT, the ωB97M-V functional and the def2-TZVPD basis

Values from the calculation:
Net charge: 0
HOMO in eV: -11.187
Lowest unoccupied orbital energy in eV: 0.3
Orbital gap in eV: 11.437
SMILES string: C.O.O.O

Structure (XYZ):
```
14
Properties=species:S:1:pos:R:3:mulliken_charge:R:1
H 0.05 -0.72 0.91 0.275
H 2.57 -1.08 -0.82 0.300
O -1.68 2.58 0.88 -0.627
H -0.12 -0.25 2.30 0.290
H -2.04 1.87 0.35 0.308
C 2.11 -0.10 -0.99 -0.717
O -2.21 -1.83 -0.75 -0.628
H 1.34 0.01 -0.23 -0.112
H -1.50 -1.39 -1.25 0.307
H -1.88 -1.82 0.14 0.323
H 2.98 0.50 -0.74 0.316
O -0.56 -0.22 1.45 -0.575
H 1.71 0.07 -1.98 0.237
H -0.76 2.38 0.72 0.302
```

=====

Which structure is the most stable? The one labeled *1*.

=====

*1*
Molecular formula: CH3Br2P
Method: DFT, the ωB97M-V functional and the def2-TZVPD basis

Values from the calculation:
Net charge: 0
HOMO in eV: -9.027
Lowest unoccupied orbital energy in eV: -0.6
Orbital gap in eV: 8.419
SMILES string: C=[PH](Br)Br

Structure (XYZ):
```
7
Properties=species:S:1:pos:R:3:mulliken_charge:R:1
P -1.31 -0.02 0.19 0.405
H 0.90 0.75 -0.48 0.291
C 0.33 -0.14 -0.33 -0.732
Br -2.28 -1.99 -0.01 -0.100
H 0.67 -0.53 -1.31 0.264
Br -3.18 1.36 -0.04 -0.258
H -1.40 0.17 1.55 0.130
```

=====

*2*
Molecular formula: CH3Br2P
Method: DFT, the ωB97M-V functional and the def2-TZVPD basis

Values from the calculation:
Net charge: 0
HOMO in eV: -9.618
Lowest unoccupied orbital energy in eV: 0.2
Orbital gap in eV: 9.865
SMILES string: BrCPBr

Structure (XYZ):
```
7
Properties=species:S:1:pos:R:3:mulliken_charge:R:1
H -0.43 -0.33 1.63 0.329
H 0.47 0.92 -1.56 0.087
P 0.62 1.04 -0.17 0.106
C -0.52 -0.33 0.44 -0.575
Br -2.34 0.09 -0.19 -0.126
Br 2.50 -0.13 -0.17 -0.184
H -0.30 -1.26 0.01 0.363
```

=====

*3*
Molecular formula: CH3Br2P
Method: DFT, the ωB97M-V functional and the def2-TZVPD basis

Values from the calculation:
Net charge: 0
HOMO in eV: -10.078
Lowest unoccupied orbital energy in eV: -0.7
Orbital gap in eV: 9.413
SMILES string: BrCPBr

Structure (XYZ):
```
7
Properties=species:S:1:pos:R:3:mulliken_charge:R:1
P -0.61 -1.18 -0.05 0.206
C 0.43 0.45 0.41 -0.811
H 0.12 1.28 -0.15 0.412
H 0.50 0.87 1.37 0.460
H -0.33 -0.99 -1.42 0.109
Br 2.52 -0.31 -0.08 -0.180
Br -2.63 -0.12 -0.09 -0.195
```

=====

Which structure is the most stable? The one labeled *2*.

=====

*1*
Molecular formula: C6H24HfN15O15
Method: DFT, the ωB97M-V functional and the def2-TZVPD basis

Values from the calculation:
Net charge: +1
HOMO in eV: -11.684
Lowest unoccupied orbital energy in eV: -2.1
Orbital gap in eV: 9.591

Structure (XYZ):
```
61
Properties=species:S:1:pos:R:3:mulliken_charge:R:1
O -19.31 -35.23 0.92 -0.696
O -14.91 -34.16 0.74 -0.623
O -17.89 -36.04 3.10 0.231
H -18.13 -30.52 3.30 0.173
N -13.58 -34.21 3.35 -0.296
H -13.39 -37.69 -2.01 0.196
N -18.34 -39.64 1.61 -0.417
O -13.87 -38.24 2.33 -0.633
H -15.78 -34.88 5.57 0.233
H -19.84 -35.77 5.59 0.208
C -17.40 -33.32 -1.63 0.318
C -14.80 -34.40 3.86 0.280
Hf -16.85 -35.30 1.24 4.100
H -19.78 -30.93 1.79 0.187
H -20.59 -38.72 1.95 0.161
H -13.44 -33.86 2.41 0.147
N -14.87 -34.81 5.16 -0.395
N -16.30 -33.05 -2.35 -0.291
H -19.85 -32.45 0.90 0.193
H -14.08 -34.62 5.75 0.199
H -13.36 -36.32 -0.92 0.139
N -17.73 -31.41 3.10 -0.445
H -20.33 -37.13 1.28 0.093
O -15.78 -36.50 -0.36 -0.652
H -17.43 -39.92 1.32 0.267
C -15.17 -37.22 -1.17 0.519
N -18.60 -32.98 -2.14 -0.296
H -16.76 -38.42 -1.63 0.229
N -13.88 -33.99 0.01 0.947
O -20.53 -33.79 -0.15 -0.965
N -13.87 -37.00 -1.45 -0.359
O -15.41 -38.25 3.83 -0.741
N -19.97 -38.03 1.57 -0.203
H -19.03 -40.22 2.04 0.152
H -18.59 -32.45 -2.99 0.158
C -18.68 -38.36 1.32 0.383
O -14.00 -33.84 -1.21 -0.704
H -16.88 -31.78 3.49 0.210
H -12.78 -34.25 3.96 0.166
H -17.04 -37.82 4.67 0.322
N -19.39 -31.82 1.54 -0.306
N -14.89 -37.78 2.81 0.623
N -17.96 -37.42 4.84 -0.311
O -17.88 -33.43 2.08 -0.514
H -19.89 -35.05 3.99 0.226
H -15.42 -33.38 -1.98 0.305
O -17.82 -37.55 0.94 -0.611
H -15.21 -38.75 -2.44 0.171
N -15.79 -38.23 -1.80 -0.410
N -19.48 -35.69 4.66 -0.386
O -17.27 -33.86 -0.50 -0.735
H -16.34 -32.42 -3.13 0.183
C -18.42 -36.36 4.16 0.251
H -18.32 -37.74 5.72 0.179
N -20.42 -34.89 0.42 1.126
H -19.40 -33.22 -1.58 0.238
O -12.78 -33.96 0.56 -0.741
O -21.39 -35.60 0.62 -0.740
O -15.42 -36.77 2.26 -0.303
O -15.83 -34.35 3.17 -0.172
C -18.34 -32.30 2.26 0.432
```

=====

*2*
Molecular formula: C6H24HfN15O15
Method: DFT, the ωB97M-V functional and the def2-TZVPD basis

Values from the calculation:
Net charge: +1
HOMO in eV: -11.126
Lowest unoccupied orbital energy in eV: -9.7
Orbital gap in eV: 1.423

Structure (XYZ):
```
61
Properties=species:S:1:pos:R:3:mulliken_charge:R:1
Hf 4.25 4.36 0.44 1.522
C 3.21 2.04 5.50 0.625
N -6.83 0.78 7.04 -0.427
H 0.77 -5.04 -4.09 0.249
H -0.33 -3.52 2.87 0.181
C -4.05 0.08 -6.02 0.593
C 1.97 -4.71 -2.68 0.611
O 5.24 0.26 0.64 -0.495
N -0.31 1.09 0.53 1.192
H -0.11 -5.11 3.49 0.245
C -1.40 -4.91 1.92 0.632
H 1.97 2.22 -6.18 0.143
H -3.49 0.10 -7.99 0.136
H 3.22 0.37 -4.20 0.197
H -2.18 0.60 -6.43 0.179
O -0.64 7.63 -1.58 -0.445
N 0.81 -4.50 -3.24 -0.440
H 0.41 -3.57 -3.25 0.216
N 2.32 2.89 -5.51 -0.392
O -1.58 -6.09 1.81 -0.594
N 4.03 2.07 6.49 -0.375
N 2.07 -4.07 -1.58 -0.346
H -5.11 -0.27 -7.75 0.210
N -1.95 -4.06 1.16 -0.371
O 2.76 -5.59 -2.95 -0.607
H 3.08 0.89 -5.92 0.187
H -2.56 0.53 -4.69 0.223
H -6.98 0.11 7.79 0.237
H 2.04 3.86 -5.54 0.208
H -4.69 0.79 4.77 0.203
O -5.51 -0.90 6.48 -0.659
H 1.59 1.04 4.93 0.220
O -0.77 0.75 -0.54 -0.478
O -4.97 -0.07 -5.29 -0.592
O 3.42 2.66 4.39 -0.754
O 0.65 1.89 0.62 -0.505
N -2.75 0.30 -5.66 -0.381
N -4.23 -0.05 -7.31 -0.367
H 2.15 0.51 6.38 0.198
N 0.50 7.33 -1.81 1.187
O 3.12 2.81 -3.52 -0.627
N 5.71 -0.85 0.72 1.108
N -5.37 1.05 5.46 -0.346
H -2.12 -3.07 1.25 0.187
O 1.03 7.60 -2.85 -0.493
H 4.00 1.37 7.22 0.194
H 4.86 2.62 6.32 0.231
C -5.92 0.23 6.27 0.674
H -2.61 -4.57 0.57 0.246
O 6.10 -1.52 -0.26 -0.426
N 2.37 1.08 5.58 -0.367
N 3.12 1.06 -4.92 -0.414
H -7.04 1.76 7.02 0.188
H -5.81 1.96 5.50 0.146
C 2.90 2.32 -4.54 0.669
H 1.34 -3.55 -1.12 0.191
O 5.66 -1.32 1.85 -0.392
O 1.08 6.65 -1.01 -0.517
N -0.68 -4.47 2.96 -0.417
O -0.64 0.55 1.51 -0.440
H 2.86 -4.38 -1.03 0.238
```

=====

Which structure is the most stable? The one labeled *1*.

=====

*1*
Molecular formula: H3O2PS
Method: DFT, the ωB97M-V functional and the def2-TZVPD basis

Values from the calculation:
Net charge: 0
HOMO in eV: -8.336
Lowest unoccupied orbital energy in eV: 0.3
Orbital gap in eV: 8.632
SMILES string: OPOS

Structure (XYZ):
```
7
Properties=species:S:1:pos:R:3:mulliken_charge:R:1
H -2.04 -0.95 -0.40 0.352
H -0.84 1.58 0.87 0.066
O 0.93 0.04 0.63 -0.423
H 2.11 -1.13 -0.93 0.105
O -1.79 -0.28 0.25 -0.429
P -0.70 0.78 -0.26 0.379
S 2.32 -0.03 -0.17 -0.050
```

=====

*2*
Molecular formula: H3O2PS
Method: DFT, the ωB97M-V functional and the def2-TZVPD basis

Values from the calculation:
Net charge: 0
HOMO in eV: -9.215
Lowest unoccupied orbital energy in eV: -0.5
Orbital gap in eV: 8.706

Structure (XYZ):
```
7
Properties=species:S:1:pos:R:3:mulliken_charge:R:1
H 1.48 3.24 -2.65 0.032
O -0.41 1.03 0.63 -0.482
S -1.43 0.14 1.18 0.136
H -0.75 -0.57 2.22 0.176
P 1.18 2.01 -1.91 0.361
H -1.44 -0.94 0.09 0.168
O 2.48 1.46 -1.52 -0.391
```

=====

Which structure is the most stable? The one labeled *1*.